(1)
Entry from the OMol25 dataset: C18H26B2N2O19Sr as an isolated structure in a non-equilibrium geometry (ωB97M-V/def2-TZVPD).

Geometry as XYZ:
```
68
Properties=species:S:1:pos:R:3:forces:R:3:lowdin_charge:R:1
Sr 1.195269 1.570558 0.894075 -0.304 -1.839 -0.725 1.64
O -0.712764 0.084955 -0.133951 1.234 0.517 0.035 0.04
C -1.874468 -0.102560 -0.365609 -0.857 -0.587 -0.258 -0.38
O -2.437141 -0.201443 -1.534650 0.574 0.450 0.159 0.28
B -3.869793 -0.489740 -1.348150 -1.281 -0.816 -0.943 -0.86
O -4.103688 -0.374256 0.108773 -0.024 0.095 0.283 0.27
C -2.953132 -0.303128 0.712731 0.200 0.193 0.040 -0.38
O -2.707702 -0.350067 1.887071 -0.107 0.091 0.324 0.14
O -4.182582 -1.869030 -1.771506 0.467 0.246 0.189 0.23
C -5.128297 -1.852527 -2.702018 -0.416 -0.210 0.179 -0.39
O -5.599517 -2.789905 -3.266924 0.114 0.036 0.037 0.17
C -5.543971 -0.384394 -2.887783 -0.273 -0.035 -1.262 -0.39
O -4.741346 0.371946 -2.160864 0.808 0.277 1.130 0.23
O -6.374328 0.014054 -3.647797 -0.102 0.019 0.242 0.16
O 2.807784 -3.420403 -6.338745 0.060 -0.090 -0.176 0.17
C 2.231961 -3.150927 -5.333491 0.404 0.226 -0.010 -0.39
O 2.782143 -2.608844 -4.242691 -0.472 0.135 0.523 0.22
B 1.720323 -2.492216 -3.223070 0.239 -0.232 -0.849 -0.86
O 0.456783 -2.753107 -3.897453 0.159 0.004 0.634 0.25
C 0.734680 -3.335259 -5.055523 0.135 -0.393 -0.457 -0.39
O -0.005692 -3.935618 -5.762170 -0.494 0.020 -0.179 0.18
O 1.707776 -1.142761 -2.590403 0.136 0.566 0.158 0.27
C 1.960160 -1.247584 -1.331677 -0.016 -0.555 -0.046 -0.37
O 2.106492 -0.340559 -0.537192 0.015 0.572 0.381 -0.02
C 2.076652 -2.754364 -0.984459 -0.039 -0.157 -0.121 -0.38
O 1.989241 -3.421005 -2.101125 -0.192 0.180 -0.075 0.27
O 2.213874 -3.208938 0.112480 0.139 0.119 0.501 0.15
C -1.500374 2.422587 2.818734 0.381 -0.476 0.538 -0.06
O -1.016778 2.537055 1.477790 -0.770 -0.194 0.313 -0.36
C -1.368465 3.731723 0.796851 0.986 -0.050 -0.356 -0.18
C -1.103007 3.476264 -0.701345 -0.838 0.063 0.927 -0.16
N 0.253767 3.030199 -1.047119 -0.463 1.130 0.736 -0.13
C 1.249031 4.101787 -0.953254 1.252 0.504 -1.301 -0.21
C 2.618825 3.563860 -1.407265 -1.260 0.296 -0.089 -0.20
O 3.008968 2.484536 -0.560866 0.349 0.963 -0.204 -0.35
C 4.302104 1.982138 -0.897697 0.243 -0.177 -0.439 -0.06
H -0.704262 2.699502 3.519229 -0.069 0.219 0.031 0.09
H -1.743895 1.375145 2.990779 -0.099 0.070 -0.128 0.07
H -2.384493 3.017539 3.039216 -0.008 0.156 -0.354 0.11
H -0.747929 4.501815 1.277556 -0.163 0.446 -0.568 0.13
H -2.414861 4.014890 0.922397 -0.057 -0.250 0.078 0.14
H -1.456102 4.372735 -1.224104 0.317 -0.011 -0.264 0.14
H -1.752090 2.645633 -0.984521 -0.156 0.142 -0.035 0.13
H 0.168399 2.797390 -2.033396 0.442 -0.429 0.107 0.14
H 1.437533 4.652843 -0.025118 -0.803 -0.736 0.610 0.13
H 0.993104 4.916926 -1.644158 0.055 0.002 -0.046 0.14
H 3.319541 4.400114 -1.379302 0.312 -0.219 0.008 0.13
H 2.470633 3.233274 -2.440099 0.486 -0.263 -0.023 0.14
H 4.640862 1.374316 -0.064157 0.044 -0.105 -0.103 0.10
H 5.018899 2.782923 -1.098968 -0.146 0.197 0.373 0.10
H 4.263331 1.402668 -1.823313 -0.209 -0.240 0.190 0.11
C 2.644517 -1.554104 2.811722 -0.678 -0.278 0.319 -0.05
C 1.099151 -1.654512 2.681360 2.165 0.168 0.527 -0.38
C 0.469933 -2.477098 3.796411 -0.070 0.632 -0.471 -0.21
O -0.886768 -2.591824 3.437988 -0.184 -0.391 0.326 -0.19
C -1.629634 -3.328770 4.397030 0.217 -0.257 -0.149 -0.09
N 0.571496 -0.255978 2.657667 -0.899 -0.966 0.687 -0.04
H 3.076779 -2.429953 3.298684 -0.065 -0.145 -0.262 0.08
H 2.942694 -0.716047 3.450417 -0.002 0.185 -0.220 0.07
H 3.016331 -1.493380 1.791646 0.433 0.224 0.159 0.06
H 0.975071 -2.151331 1.722730 -0.683 0.137 -0.001 0.12
H 0.567414 -1.969137 4.769364 0.013 0.170 0.023 0.13
H 1.001528 -3.426921 3.915673 -0.277 -0.255 -0.276 0.13
H -1.129814 -4.290110 4.564212 -0.023 0.076 0.271 0.09
H -2.621478 -3.563687 4.016716 0.029 0.328 -0.201 0.09
H -1.720195 -2.762589 5.329665 0.032 -0.121 0.063 0.09
H 0.763571 0.089227 3.603257 0.025 -0.012 -0.062 0.09
H -0.442044 -0.454519 2.699729 0.035 0.631 -0.454 0.06
```
Positions in Å, forces in eV/Å.

Summary:
* charge: 0
* 2S+1: 1
* max |F|: 2.23 eV/Å
* HOMO energy: -0.3377 Eh
* Kohn-Sham gap: 7.44 eV
* energy relative to the best compared isomer or geometry (same formula, charge and spin): 0.0 kcal/mol
* E: -2321.4954 Eh


(2)
Entry from the OMol25 dataset: C18H26ClN3O2 in the gas phase in a non-equilibrium geometry (ωB97M-V/def2-TZVPD).

Geometry as XYZ:
```
50
Properties=species:S:1:pos:R:3:forces:R:3:nbo_charge:R:1
C 0.779656 4.849275 -2.758836 -0.639 -1.234 0.059 -0.62
C 0.610261 4.799453 -1.230747 -1.241 -3.153 -0.867 -0.05
C 0.911097 3.399260 -0.549433 -0.598 0.873 1.060 -0.22
N -0.203507 2.483311 -0.284905 -0.318 -1.230 -0.772 -0.46
C -0.345267 1.415890 -1.367870 -0.213 -0.267 1.316 -0.30
C -1.433044 0.327758 -1.203905 -4.132 2.757 -0.685 0.68
O -2.616433 0.568531 -1.682870 4.201 -1.075 1.156 -0.63
N -1.190625 -0.870547 -0.639041 0.846 -0.592 0.704 -0.45
C -1.964936 -1.983135 -1.125229 -0.755 0.260 -0.016 -0.19
C -1.394766 -3.217279 -0.482252 2.219 -0.353 -0.991 -0.10
C -0.323480 -3.719540 -1.450469 1.458 -0.274 -1.978 -0.59
C -2.391259 -4.259483 -0.150413 0.273 -1.117 -3.615 -0.59
C -0.558999 -2.695544 0.665711 -0.860 0.846 -0.096 -0.03
C 0.103126 -3.296436 1.698043 -1.715 -2.001 -0.358 -0.19
C 0.927541 -2.592575 2.520329 0.598 0.943 1.401 -0.26
C 1.062403 -1.243039 2.331159 0.397 1.120 -1.375 0.02
Cl 2.282699 -0.335075 3.257361 -0.900 -0.406 -0.441 -0.02
C 0.378494 -0.585356 1.237176 3.016 0.133 3.818 -0.29
C -0.416450 -1.312266 0.496896 -1.816 -1.224 -2.935 0.23
C -1.458230 3.088237 0.275696 3.373 1.930 -1.377 -0.07
C -1.313591 3.488859 1.712649 -0.201 -0.963 -0.199 -0.07
O -2.704240 3.531571 2.114554 0.371 1.320 1.417 -0.74
C -1.863509 4.385610 -0.467860 1.179 -2.092 -1.964 -0.23
N -0.702107 5.209736 -0.881984 -1.925 0.200 1.224 -0.65
H 0.210722 5.744873 -3.179997 1.252 -1.084 0.325 0.21
H 0.352249 3.884719 -3.224962 0.520 1.548 0.581 0.20
H 1.864843 4.821911 -2.877782 -0.090 0.433 -0.911 0.21
H 1.265747 5.440361 -0.738900 1.517 1.395 0.447 0.18
H 1.389085 3.641219 0.413971 -0.437 0.084 0.082 0.19
H 1.688826 2.827815 -0.995494 0.587 -0.312 -1.057 0.21
H 0.560106 0.779658 -1.471328 0.093 1.025 0.220 0.20
H -0.600782 1.856966 -2.317228 0.031 0.152 -0.530 0.21
H -2.988426 -1.908918 -0.875825 -1.357 0.452 0.645 0.21
H -1.980932 -1.937744 -2.210254 0.318 -0.424 -0.190 0.22
H 0.526907 -2.947989 -1.446549 -0.975 -1.277 -0.166 0.21
H 0.100536 -4.746456 -1.190273 -0.499 1.394 -0.236 0.22
H -0.706306 -3.734298 -2.543441 0.488 -0.271 1.723 0.21
H -2.812837 -3.948976 0.706998 -1.839 0.296 3.270 0.21
H -1.886118 -5.225814 -0.136510 -0.371 -0.077 0.511 0.22
H -3.181257 -4.297079 -0.945195 0.619 -0.108 0.609 0.21
H -0.128473 -4.334977 1.994742 0.338 0.426 -0.595 0.22
H 1.371993 -3.101569 3.361123 0.291 0.140 0.042 0.23
H 0.583372 0.416310 1.041042 0.114 1.712 -0.153 0.25
H -2.216752 2.388186 0.099896 -1.089 -1.136 0.204 0.21
H -0.723571 2.760323 2.256622 -0.186 -0.472 0.440 0.17
H -0.682951 4.440572 1.806548 -1.831 -0.724 0.045 0.20
H -3.251652 2.783775 1.821514 1.014 0.173 -0.046 0.48
H -2.471096 3.907269 -1.276486 0.247 1.212 -0.218 0.17
H -2.471113 4.962640 0.173768 -0.842 0.626 0.511 0.21
H -0.971569 5.932657 -1.514158 -0.532 0.418 -0.037 0.36
```
Positions in Å, forces in eV/Å.

Summary:
* charge: 0
* 2S+1: 1
* max |F|: 5.01 eV/Å
* HOMO energy: -0.3024 Eh
* Kohn-Sham gap: 8.81 eV
* energy relative to the best compared isomer or geometry (same formula, charge and spin): 105.0 kcal/mol
* E: -1476.3172 Eh


(3)
Entry from the OMol25 dataset: C18H26CoF5N9OSTe as an isolated structure (ωB97M-V/def2-TZVPD).

Geometry as XYZ:
```
62
Properties=species:S:1:pos:R:3:forces:R:3:nbo_charge:R:1
Co -0.017592 0.779267 0.080830 -0.412 -0.070 -0.158 0.96
N -3.469614 3.158399 -0.607742 0.017 -0.001 -0.159 -0.77
C -2.238162 2.631564 -0.543568 0.011 0.035 -0.004 0.24
S -2.167557 0.834048 -0.618087 0.299 0.206 -0.076 0.79
N -1.180478 3.397906 -0.508582 -0.102 -0.012 0.010 -0.41
N -0.052803 2.675517 -0.258405 0.019 0.014 0.088 -0.19
C 1.083271 3.253594 -0.327823 -0.077 0.073 -0.050 0.05
C 2.241487 2.392971 -0.123027 0.086 -0.090 0.025 0.17
C 3.552021 2.837309 -0.218567 -0.007 0.016 -0.010 -0.22
C 4.580253 1.925634 -0.050032 0.015 -0.003 -0.001 -0.15
C 4.273897 0.597551 0.200385 0.013 0.007 -0.001 -0.26
C 2.940854 0.229605 0.281369 -0.037 -0.011 -0.012 0.07
N 1.952012 1.103024 0.136171 0.073 0.057 0.040 -0.45
H -4.208875 2.529081 -0.891147 0.006 0.000 0.069 0.42
H -3.537415 4.112783 -0.928711 -0.016 0.002 0.077 0.41
H 1.174268 4.301402 -0.591372 -0.010 0.005 0.021 0.21
H 3.752578 3.878218 -0.432003 -0.002 0.001 0.003 0.23
H 5.610842 2.247594 -0.120071 -0.001 -0.001 -0.002 0.22
H 5.047764 -0.145327 0.330099 0.001 0.001 -0.005 0.23
H 2.636322 -0.792696 0.470434 -0.013 0.000 -0.003 0.22
C 0.391680 -3.767496 -2.839173 -0.031 0.001 -0.004 -0.42
C 0.939859 -2.366886 -3.015079 -0.037 0.005 0.013 -0.21
N 0.628808 -1.562247 -1.850774 0.340 -0.303 0.139 -0.62
C 0.328829 -2.039294 -0.638000 -0.067 -0.051 -0.161 0.65
N -0.008547 -1.187453 0.313929 0.122 0.083 0.181 -0.68
C -0.586525 -1.674366 1.566231 -0.054 0.021 -0.009 -0.21
C -0.969008 -3.141894 1.526509 -0.025 0.010 -0.043 -0.42
C 0.172307 -3.912992 0.898780 0.038 0.012 0.015 -0.20
N 0.392932 -3.389937 -0.434042 -0.089 0.005 0.005 -0.44
C 0.835931 -4.288628 -1.486413 0.038 0.011 -0.004 -0.19
H 0.748294 -4.423357 -3.633427 0.009 -0.006 0.001 0.22
H -0.699316 -3.742296 -2.877906 0.000 0.014 -0.009 0.22
H 0.485804 -1.878173 -3.877039 0.000 -0.020 0.013 0.23
H 2.022759 -2.406020 -3.184487 0.009 -0.012 0.020 0.17
H 0.520188 -0.538037 -1.989390 -0.110 0.092 -0.100 0.46
H -1.475870 -1.074907 1.775992 0.015 -0.002 0.016 0.21
H 0.112455 -1.498891 2.391778 0.022 -0.006 -0.002 0.18
H -1.864216 -3.280463 0.915967 -0.006 0.002 0.009 0.22
H -1.185236 -3.501694 2.533209 0.016 -0.001 0.007 0.22
H -0.055145 -4.975578 0.810406 -0.024 0.001 -0.011 0.20
H 1.076809 -3.821048 1.516273 0.007 -0.016 0.000 0.18
H 0.405707 -5.270676 -1.285036 -0.016 -0.002 -0.002 0.20
H 1.928638 -4.401920 -1.470773 0.002 -0.009 0.012 0.18
F -2.330758 0.968478 -5.474674 0.070 0.086 0.051 -0.65
Te -2.004632 1.196491 -3.631963 -0.406 -0.124 -0.047 2.56
F -3.782857 0.743382 -3.233037 0.182 0.025 -0.022 -0.64
F -1.765956 -0.726934 -3.647339 0.064 -0.021 0.017 -0.70
F -2.834153 2.973701 -3.850019 0.109 -0.077 0.110 -0.72
F 0.290474 0.928352 -2.111831 -0.071 0.145 -0.122 -0.82
O -3.400368 0.299594 0.061904 -0.062 0.005 0.084 -1.00
C -2.576637 2.007551 2.703379 -0.010 0.006 -0.047 -0.69
C -1.184357 1.662163 3.091635 0.007 0.024 -0.020 0.40
N -0.208346 1.260152 2.305516 0.147 -0.097 0.015 -0.53
C 0.902574 1.112495 3.111081 -0.033 -0.007 0.026 -0.09
C 0.592927 1.419856 4.395778 -0.009 0.008 -0.009 -0.10
N -0.738102 1.766270 4.367772 -0.011 0.019 -0.003 -0.52
H -2.991765 1.267696 2.015892 0.000 -0.025 0.004 0.28
H -2.601666 2.975321 2.199165 0.009 0.005 0.014 0.24
H -3.214183 2.068522 3.585728 -0.009 -0.016 -0.013 0.22
H 1.848823 0.787305 2.715521 -0.005 -0.006 0.011 0.21
H 1.174580 1.421841 5.299694 -0.002 -0.001 0.000 0.22
H -1.295834 2.064592 5.148099 0.003 -0.004 0.008 0.42
```
Positions in Å, forces in eV/Å.

Summary:
* charge: 0
* 2S+1: 2
* max |F|: 0.48 eV/Å
* HOMO energy (spin up / spin down): -0.2723 / -0.2783 Eh
* Kohn-Sham gap (spin up / spin down): 6.87 / 7.04 eV
* <S²>: 0.76
* energy relative to the best compared isomer or geometry (same formula, charge and spin): 0.0 kcal/mol
* E: -3817.9871 Eh


(4)
Entry from the OMol25 dataset: C18H26CrN6SSe3Te2 as an isolated structure in a non-equilibrium geometry (ωB97M-V/def2-TZVPD).

Geometry as XYZ:
```
57
Properties=species:S:1:pos:R:3:forces:R:3:nbo_charge:R:1
Cr 1.627220 0.129394 -0.453841 -0.864 -1.291 1.121 0.47
C 7.016220 -0.399059 -0.467668 0.091 0.013 -0.072 -0.66
C 6.065082 -0.337725 0.662381 0.028 -0.245 0.135 0.37
N 6.381257 -0.282819 1.919640 0.025 -0.187 0.006 -0.30
N 5.165122 -0.288662 2.567933 -0.366 0.136 -0.260 -0.39
C 4.107284 -0.199422 1.718686 0.890 0.731 -0.434 0.25
S 2.566117 0.328360 1.995368 -0.296 -0.114 0.830 -0.16
N 4.712559 -0.323535 0.491212 -0.586 0.032 0.413 -0.23
N 3.967404 -0.295187 -0.667970 0.529 1.011 -0.290 -0.72
H 8.020861 -0.536054 -0.075519 0.007 -0.001 -0.005 0.23
H 6.984074 0.525546 -1.047043 -0.021 -0.018 -0.017 0.24
H 6.763650 -1.224501 -1.134014 -0.007 0.006 0.010 0.24
H 5.107050 0.038670 3.513334 0.051 -0.082 0.099 0.41
H 4.411949 0.251701 -1.394315 0.052 0.213 -0.026 0.38
H 3.654218 -1.247819 -0.943333 -0.105 -0.599 -0.070 0.43
Se 1.782025 0.657291 -2.868938 0.460 0.690 -0.874 -0.25
Te 1.172595 1.582952 -5.113678 -0.066 0.076 0.342 -0.46
Te 1.739794 4.795371 -1.980333 -0.163 -0.497 0.233 -0.48
Se 2.246725 2.520286 -0.961743 0.325 0.597 -1.066 -0.32
C -1.579423 -1.189856 -2.741399 0.092 0.000 -0.051 -0.40
N -1.641992 -1.692878 -1.383479 0.199 0.255 0.089 -0.39
C -1.857835 -3.019359 -1.083398 0.089 -0.110 0.217 -0.05
C -1.630780 -3.174577 0.230625 -0.038 -0.049 -0.272 -0.07
N -1.253416 -1.945385 0.738326 0.039 0.175 0.002 -0.39
C -0.487240 -1.875824 1.967018 -0.061 -0.001 0.097 -0.41
C -1.220253 -1.019248 -0.266069 -0.368 -0.158 -0.017 0.59
Se 1.990782 -2.389049 -0.477506 -0.760 -0.287 -0.021 -1.18
H -2.258811 -1.782293 -3.351609 -0.029 0.011 -0.029 0.19
H -0.561668 -1.272707 -3.130702 -0.061 0.054 0.045 0.24
H -1.880982 -0.145424 -2.781512 -0.028 -0.051 -0.024 0.22
H -2.104827 -3.735067 -1.844057 -0.038 -0.035 -0.020 0.21
H -1.635787 -4.053374 0.846991 -0.001 -0.033 0.010 0.21
H -1.141138 -1.981871 2.835498 -0.054 0.059 0.048 0.17
H 0.033623 -0.928389 2.007207 0.064 0.065 -0.006 0.24
H 0.268745 -2.662030 1.944538 0.018 0.083 -0.026 0.25
C -1.361773 1.319492 2.173197 0.148 0.063 -0.052 -0.60
C -1.709692 1.341050 0.683810 0.131 -0.086 -0.059 -0.06
C -1.395741 2.769954 0.198387 0.064 0.020 0.050 -0.60
C -0.912770 0.372793 -0.234958 0.307 -0.458 -0.032 -0.64
C -3.188546 1.025304 0.450134 -0.037 0.132 -0.042 0.01
C -3.790127 1.402535 -0.756307 0.105 0.029 -0.002 -0.21
C -5.104715 1.090859 -1.042621 -0.068 0.002 -0.038 -0.22
C -5.878280 0.391671 -0.123200 -0.047 0.006 -0.032 -0.25
C -5.302923 0.009067 1.073765 -0.047 -0.042 0.072 -0.23
C -3.976899 0.319195 1.353215 0.045 -0.025 0.074 -0.18
H -0.282035 1.444074 2.283762 -0.031 -0.027 0.001 0.22
H -1.656256 0.414472 2.695089 0.049 -0.139 0.007 0.19
H -1.847947 2.161550 2.674050 -0.046 0.007 0.019 0.20
H -0.462175 3.122274 0.641278 0.005 -0.074 -0.100 0.23
H -2.193485 3.455953 0.493150 -0.025 0.045 0.036 0.19
H -1.258159 2.831682 -0.881867 -0.031 0.015 0.033 0.23
H -1.109947 0.728396 -1.245278 0.453 0.118 0.000 0.22
H -3.206879 1.951847 -1.484174 0.011 0.001 -0.025 0.22
H -5.530676 1.397543 -1.990076 -0.014 0.013 -0.020 0.20
H -6.913134 0.155855 -0.339371 -0.006 -0.021 -0.010 0.19
H -5.887687 -0.531990 1.809120 -0.001 -0.029 -0.007 0.19
H -3.560332 -0.001045 2.298282 -0.013 0.002 0.010 0.20
```
Positions in Å, forces in eV/Å.

Summary:
* charge: -2
* 2S+1: 5
* max |F|: 1.92 eV/Å
* HOMO energy (spin up / spin down): -0.0181 / -0.0273 Eh
* Kohn-Sham gap (spin up / spin down): 4.80 / 5.02 eV
* <S²>: 6.07
* energy relative to the best compared isomer or geometry (same formula, charge and spin): 21.0 kcal/mol
* E: -10213.0334 Eh


Question: Which of these has the lowest charge?
Answer: C18H26CrN6SSe3Te2